[1]
The following is a quantum chemistry calculation of 2 unconnected molecules or ions with the total composition C2H6N2O4 in a non-equilibrium geometry, from the OMol25 dataset.

Properties
* E: -13332.803 eV
* charge: 0
* HOMO-LUMO gap: 9.83 eV
* 2S+1: 1
* structure (SMILES): C[N+](=O)[O-].C[N+](=O)[O-]

Cartesian coordinates (Å):
C 6.819 -0.207 6.305
N 6.009 -0.635 5.189
O 5.397 0.231 4.570
O 5.982 -1.829 4.950
H 6.282 -0.106 7.249
H 7.387 0.646 5.935
H 7.513 -1.022 6.511
C 10.621 -0.778 4.758
N 9.500 0.161 5.148
O 9.284 1.160 4.443
O 8.763 -0.284 6.021
H 11.063 -0.512 3.798
H 10.202 -1.781 4.676
H 11.299 -0.808 5.611

Atomic partial charges in e from the Löwdin method, atoms 1 to 5:
1. C -0.035
2. N -0.427
3. O 0.059
4. O 0.060
5. H 0.125

***

[2]
The following is a quantum chemistry calculation of 2 unconnected molecules or ions with the total composition C2H6N2O5 in a non-equilibrium geometry, from the OMol25 dataset.

Properties
* E: -15383.500 eV
* charge: 0
* HOMO-LUMO gap (spin up / spin down): 9.36 / 7.54 eV
* 2S+1: 1
* structure (SMILES): [O-]/[NH+]=N\O.COC(=O)O

Cartesian coordinates (Å):
O -1.832 0.781 0.563
N -2.512 -0.183 -0.163
N -2.665 -1.159 0.692
O -1.566 -1.741 1.069
H -3.441 0.135 -0.457
H -0.744 -1.285 0.707
C 0.788 1.247 -1.201
O 1.910 0.912 -0.352
C 1.814 -0.188 0.355
O 0.890 -0.977 0.356
O 2.933 -0.369 1.062
H -0.139 1.221 -0.626
H 0.730 0.536 -2.024
H 1.000 2.247 -1.566
H 2.834 -1.177 1.585

Atomic partial charges in e from the Löwdin method, atoms 1 to 5:
1. O -0.176
2. N -0.090
3. N -0.027
4. O 0.025
5. H 0.147